Entry 1:
41
Properties=species:S:1:pos:R:3:forces:R:3 method="wB97M-V/def2-TZVPD" relative_energy_kj_mol=302.60 charge=0 homo_lumo_gap_ev=8.31 smiles="NC(=O)C[C@H](N)C(=O)N[C@@H](Cc1c[nH]c2ccccc12)C(=O)O"
N -0.25059 -3.65011 2.13740 0.9 0.8 1.4
C 0.84972 -3.45221 1.38549 2.1 1.5 -0.5
O 1.69873 -2.56818 1.67479 -1.5 -2.0 -0.5
C 0.96870 -4.32281 0.09088 -1.0 0.6 0.4
C 1.27280 -3.36843 -1.17701 -0.6 -1.7 1.5
N 2.51156 -2.69516 -1.16777 2.8 0.5 1.1
C 0.09996 -2.48475 -1.51299 0.5 0.8 0.3
O -0.95287 -2.90185 -1.89693 -2.5 -1.8 -0.4
N 0.32853 -1.19666 -1.46936 6.8 2.6 2.2
C -0.51025 -0.12000 -1.71810 0.5 1.4 0.6
C -1.48575 0.33969 -0.64726 0.4 -0.2 -1.1
C -0.99545 1.14374 0.45197 0.4 2.2 0.3
C -0.08287 0.73961 1.34123 0.3 -1.0 0.1
N 0.41228 1.76215 2.15540 -1.9 0.8 -1.4
C -0.39566 2.89005 1.75927 0.5 1.9 1.2
C -0.40727 4.22628 2.19205 1.3 2.2 -0.3
C -0.89044 5.27463 1.31921 -1.3 -2.5 -0.6
C -1.70540 4.93962 0.18963 0.0 -2.2 0.8
C -1.93694 3.54375 -0.06741 1.0 2.2 0.2
C -1.18255 2.61997 0.66140 -0.6 -2.8 -0.7
C 0.23924 1.19639 -2.06876 0.5 -3.3 -1.0
O -0.22971 2.23817 -1.82753 -1.0 2.7 -0.1
O 1.44853 1.09286 -2.65831 0.0 0.3 0.2
H -0.23175 -3.35323 3.12662 -0.1 -0.1 -1.2
H -0.93573 -4.28460 1.83879 -0.8 -0.9 -0.2
H 1.79696 -5.11896 0.25138 -1.5 1.3 -0.4
H -0.09410 -4.76436 -0.04591 2.0 0.2 -0.1
H 1.14361 -4.03214 -1.97618 0.6 -1.3 -1.5
H 2.84151 -2.55368 -0.18616 -0.5 0.0 -1.1
H 3.32722 -3.07379 -1.70472 -1.6 0.1 0.5
H 1.38679 -0.89738 -1.32501 -2.8 -1.4 -0.1
H -1.06963 -0.53699 -2.48489 -1.7 0.3 -2.2
H -2.17361 0.78975 -1.30294 -1.4 1.3 0.0
H -1.96593 -0.48074 -0.26487 -1.3 -2.4 0.8
H 0.30098 -0.27547 1.44150 0.1 0.3 0.1
H 0.51556 1.44993 3.09396 0.2 0.5 0.9
H 0.13984 4.57414 3.09901 -0.3 -0.5 -0.8
H -0.73682 6.32799 1.40967 0.3 0.4 1.0
H -2.21731 5.68729 -0.43633 0.6 -0.3 0.4
H -2.50451 3.25131 -0.94961 0.1 -0.1 0.4
H 1.67261 2.04418 -2.73161 0.4 -0.5 -0.2


Entry 2:
46
Properties=species:S:1:pos:R:3:forces:R:3 method="wB97M-V/def2-TZVPD" relative_energy_kj_mol=13.85 charge=+1 homo_lumo_gap_ev="7.83 / 7.80"
Ni 0.11275 0.13519 -0.12465 0.0 -0.5 0.5
O -1.59685 -1.69670 -3.08344 0.0 0.0 0.2
C -1.44057 -1.35685 -1.93456 0.0 0.1 0.0
O -0.84421 -0.22059 -1.61677 0.3 0.0 -0.2
C -2.02553 -2.17487 -0.80805 0.0 0.0 0.1
C -3.01452 -3.08020 -1.13748 0.1 0.0 0.1
C -3.62569 -3.82583 -0.14195 0.0 0.0 0.1
C -3.27517 -3.69430 1.18103 -0.1 0.0 -0.1
C -2.27305 -2.79720 1.52006 -0.1 0.0 0.0
C -1.59635 -2.02897 0.53407 -0.1 -0.1 -0.2
O -0.59343 -1.25956 0.84750 -0.1 0.3 0.1
N -1.98842 -2.69214 2.95265 0.3 -0.3 -0.1
O -2.65711 -3.35726 3.70787 0.0 0.1 0.1
O -1.07245 -1.96533 3.34066 -0.1 0.1 0.0
N -4.68575 -4.77975 -0.50133 0.1 0.0 0.0
O -4.94918 -4.89264 -1.67902 -0.1 0.0 0.0
O -5.21616 -5.38752 0.40528 0.0 0.0 0.0
H -3.30135 -3.19773 -2.17311 0.0 0.0 0.0
H -3.77435 -4.27454 1.94370 0.0 0.0 -0.1
C 1.83466 2.43166 3.29023 0.0 0.0 0.0
C 1.56484 2.03054 1.82348 0.0 0.1 -0.1
N 0.77579 0.79007 1.77016 0.2 -0.1 -0.1
C -0.44656 0.97850 2.58456 -0.1 0.0 0.0
C -0.08589 1.11339 4.07114 -0.1 0.0 0.0
N 1.39933 1.29577 4.16400 0.1 0.0 0.1
C 2.09932 0.04119 3.73940 0.0 0.0 0.1
C 1.59112 -0.31685 2.33348 -0.1 -0.1 0.0
H 1.26729 3.30969 3.59590 0.0 0.0 0.0
H 2.89110 2.60932 3.48432 0.0 0.0 0.0
H 2.49452 1.87224 1.28037 0.0 0.0 0.0
H 1.01015 2.82268 1.32175 0.0 0.0 0.0
H -1.07730 0.10644 2.44056 0.0 0.1 0.0
H -0.96108 1.86729 2.21922 0.0 0.0 0.0
H -0.34030 0.21478 4.63304 0.0 0.0 0.0
H -0.54441 1.98301 4.53898 -0.1 -0.1 0.0
H 1.64519 1.50218 5.13186 0.0 0.0 -0.1
H 1.85753 -0.73383 4.46479 0.0 0.0 0.0
H 3.16745 0.25120 3.77667 0.0 0.0 0.0
H 0.95761 -1.19844 2.36449 0.0 0.0 0.0
H 2.42795 -0.49964 1.66048 0.0 0.0 0.0
C 2.18076 2.55990 -3.21115 0.0 0.0 0.0
C 1.77101 1.80873 -2.04090 0.0 -0.3 0.1
N 1.43550 1.17434 -1.14757 -0.3 0.5 -0.2
H 2.59017 1.86906 -3.94579 0.0 0.0 0.0
H 2.93061 3.30014 -2.94067 0.0 0.0 0.0
H 1.30627 3.05559 -3.62996 0.0 0.0 0.0


Entry 3:
43
Properties=species:S:1:pos:R:3:forces:R:3 method="wB97M-V/def2-TZVPD" relative_energy_kj_mol=0.00 charge=0 homo_lumo_gap_ev=9.06 smiles="CC(=O)c1cccc(-n2nnnc2SCC(=O)NNC(=O)C(C)C)c1"
C 4.72614 1.92184 1.24963 -0.2 0.2 0.2
C 3.37030 1.26161 1.27379 0.3 0.2 0.0
O 2.45121 1.71741 1.91203 0.0 0.0 0.0
C 3.20951 0.01668 0.46771 -0.2 -0.5 -0.2
C 4.25419 -0.58306 -0.23340 -0.1 0.2 0.1
C 4.02568 -1.72390 -0.98303 -0.1 -0.1 -0.1
C 2.76527 -2.28966 -1.03541 0.0 0.0 0.1
C 1.72649 -1.70408 -0.31844 0.9 0.3 -0.1
N 0.45691 -2.28617 -0.40451 -1.6 -0.2 1.0
N 0.03666 -2.90502 -1.52056 0.9 0.1 -0.9
N -1.15235 -3.27484 -1.33793 -0.3 -0.5 -0.8
N -1.58397 -2.95481 -0.12563 0.3 0.2 1.0
C -0.58430 -2.32603 0.47068 0.3 -0.4 -0.5
S -0.55230 -1.78710 2.10857 0.0 0.1 0.5
C -2.33039 -1.93638 2.51886 0.3 0.1 -0.3
C -3.01866 -0.76980 1.83369 -0.2 0.0 0.1
O -3.15470 0.31686 2.34250 0.1 0.2 0.2
N -3.46287 -1.06237 0.57260 -0.2 0.1 -0.6
N -3.58629 0.00949 -0.31585 -0.4 -0.5 0.4
C -2.43492 0.61784 -0.73808 -0.3 0.0 -0.2
O -1.35406 0.09598 -0.56882 0.3 0.2 0.0
C -2.65309 1.95201 -1.42142 0.3 0.1 0.1
C -2.56318 3.02566 -0.33079 -0.1 -0.1 -0.1
C -1.59624 2.17103 -2.49898 -0.2 -0.1 0.1
C 1.93847 -0.55286 0.42031 0.0 0.0 -0.1
H 5.00788 2.16836 0.22850 0.1 0.0 -0.1
H 4.68994 2.83109 1.84409 0.0 0.0 0.0
H 5.47416 1.25178 1.66777 0.1 -0.1 0.0
H 5.24747 -0.16477 -0.20466 0.1 0.1 0.0
H 4.83629 -2.17763 -1.53269 0.1 0.0 0.0
H 2.56925 -3.17085 -1.62597 0.0 -0.1 0.0
H -2.68743 -2.90826 2.18707 0.0 0.0 0.1
H -2.38393 -1.83116 3.60076 0.0 0.0 -0.1
H -3.11377 -1.92578 0.13944 -0.1 0.4 0.2
H -4.44668 0.53570 -0.24576 0.2 -0.1 0.0
H -3.65211 1.96686 -1.86907 0.0 0.0 0.1
H -1.56652 3.02709 0.10432 0.1 0.0 0.1
H -3.27975 2.83712 0.46585 0.0 0.0 0.1
H -2.76021 4.00728 -0.75524 0.0 0.1 0.0
H -1.69382 3.16491 -2.92840 0.0 0.1 0.0
H -0.60473 2.06835 -2.06497 0.1 0.0 0.0
H -1.70063 1.43331 -3.29126 0.1 0.0 -0.1
H 1.13107 -0.06369 0.94272 -0.1 0.1 0.0


Entry 4:
34
Properties=species:S:1:pos:R:3:forces:R:3 method="wB97M-V/def2-TZVPD" relative_energy_kj_mol=164.56 charge=0 homo_lumo_gap_ev=8.71 smiles="C[C@H]1C=CC=C2Cc3occc3CC[C@@]21C"
C 0.73787 -2.44739 -1.82514 -0.7 0.3 -1.1
C 1.06759 -1.33534 -0.87628 0.9 0.3 0.0
C 2.54731 -1.01283 -1.04436 0.1 2.3 2.1
C 3.02647 0.11156 -0.39851 0.0 -2.2 -1.1
C 2.12784 0.98368 0.36093 -1.7 -0.3 -1.1
C 0.75792 0.93094 0.13936 3.0 0.6 -0.2
C -0.10120 2.01326 0.73768 -0.7 0.5 0.1
C -0.97972 1.43602 1.80082 0.1 -1.3 0.1
O -1.16000 2.06484 2.98869 -1.9 0.1 0.5
C -2.15074 1.34025 3.65435 0.3 -2.3 -1.1
C -2.41776 0.15217 2.97987 0.6 2.2 0.8
C -1.63525 0.24407 1.79477 -0.5 -0.7 -1.6
C -1.70272 -0.77813 0.65190 0.3 0.4 0.4
C -1.29289 -0.30228 -0.74069 0.8 -0.2 0.8
C 0.23001 -0.03342 -0.94163 -0.7 0.6 0.5
C 0.34210 0.67440 -2.30043 -0.1 -0.2 0.7
H -0.28252 -2.79342 -1.70813 -0.3 -0.1 -0.1
H 1.37063 -3.31033 -1.67200 0.3 -0.1 0.1
H 0.89280 -2.08346 -2.85419 -0.2 -0.4 0.1
H 0.91796 -1.74159 0.11702 0.1 0.0 0.7
H 3.21178 -1.70982 -1.53852 0.0 0.1 -0.1
H 4.11219 0.30862 -0.45857 -0.7 0.1 0.2
H 2.60880 1.75850 0.95434 -0.4 -0.1 0.1
H -0.75842 2.50579 -0.03706 0.7 -0.4 0.6
H 0.50235 2.81442 1.19482 -0.1 -0.3 -0.3
H -2.60622 1.62023 4.57922 0.5 0.8 0.3
H -3.11004 -0.63679 3.26771 0.2 0.4 -0.1
H -1.10525 -1.64723 0.91379 0.2 -0.2 0.2
H -2.71171 -1.16482 0.55294 -0.3 0.1 0.3
H -1.54202 -1.08877 -1.42718 -0.3 -0.4 -0.5
H -1.91955 0.54514 -1.00917 0.2 0.3 -0.1
H -0.14328 1.63117 -2.26208 -0.4 0.5 0.1
H 1.35504 0.87493 -2.57845 0.7 -0.2 -0.3
H -0.18939 0.07561 -3.01582 0.0 -0.3 -0.7


Entry 5:
34
Properties=species:S:1:pos:R:3:forces:R:3 method="wB97M-V/def2-TZVPD" relative_energy_kj_mol=90.60 multiplicity=2 charge=+1 homo_lumo_gap_ev="8.05 / 4.40"
C 3.04078 0.78927 -1.52814 -0.3 -0.1 -0.8
C 3.70664 0.61671 -2.91035 0.9 0.1 0.0
C 1.83453 -0.06779 -1.43783 -0.8 0.3 1.4
C 0.59936 0.51437 -1.02626 0.0 0.3 0.0
C 1.85096 -1.46883 -1.64454 0.1 0.3 -0.4
C -0.57697 -0.15912 -1.07389 0.5 -0.4 -0.7
C 0.72639 -2.22524 -1.54266 0.4 0.2 -1.2
C -0.51826 -1.56148 -1.35840 0.0 -0.2 1.3
O -1.62925 -2.21683 -1.16748 -0.6 -0.5 -0.5
H 3.72570 0.60055 -0.69729 0.1 -0.3 -0.1
H 2.75347 1.82777 -1.40498 -0.2 0.1 0.0
H 4.02274 1.58478 -3.25132 0.3 0.6 0.0
H 0.59032 1.51432 -0.61204 0.1 0.2 -0.4
H 2.78142 -1.88188 -1.97102 0.4 -0.5 0.0
H -1.51941 0.33163 -0.92704 -0.3 -0.1 0.4
H 0.78979 -3.26728 -1.83855 -0.3 -0.1 0.4
H -1.58912 -3.18355 -1.32387 0.2 0.5 0.1
H 3.09240 0.27654 -3.74214 -0.4 -0.4 0.4
H 4.61329 0.01242 -2.86411 -0.2 -0.2 0.0
C 0.27660 0.03470 2.18024 -0.6 0.5 0.1
C -1.64616 1.64164 2.50657 0.8 -0.5 0.1
C -1.20481 0.31444 2.36541 0.2 0.8 -2.0
C -2.97721 1.99410 2.42737 0.1 0.2 0.1
C -3.91915 0.98102 2.28249 -0.1 -0.2 -0.4
C -2.12087 -0.58717 1.83267 -0.4 0.0 1.4
C -3.47340 -0.26569 1.88023 -0.2 -0.5 0.1
H -0.84347 2.36281 2.61203 -0.3 0.4 0.2
H -3.23144 3.04899 2.39187 -0.2 -0.2 0.5
H 0.32904 -0.52744 1.26254 0.4 -0.9 0.1
H 0.72529 -0.46580 3.03602 0.2 0.0 -0.2
H -4.98408 1.10321 2.44331 0.1 0.4 -0.3
H -1.83148 -1.60086 1.60030 0.1 -0.1 -0.2
H -4.19643 -1.02180 1.60480 -0.1 0.0 0.1
H 0.80279 0.95152 1.89606 0.1 0.1 0.7


Entry 6:
40
Properties=species:S:1:pos:R:3:forces:R:3 method="wB97M-V/def2-TZVPD" charge=0 homo_lumo_gap_ev=8.67
C -0.44875 -3.32698 -0.75782 0.5 0.3 -0.4
C 0.19669 -1.92263 -0.79301 1.2 -0.9 0.5
Br -0.49162 -0.75675 -2.21586 0.0 -0.2 0.2
C 1.72902 -2.09708 -1.01532 -0.3 0.2 0.5
C 2.54364 -0.83553 -0.64683 -1.6 -0.8 -0.5
O 3.88930 -1.11772 -1.02934 0.2 1.4 0.7
C 4.68225 -0.83428 0.08270 -4.8 -1.4 -0.3
O 5.77194 -0.51038 0.04782 4.2 0.7 0.1
O 3.88097 -1.01705 1.20116 0.7 1.3 0.0
C 2.60409 -0.48617 0.86234 -0.8 -1.0 0.3
C 2.30652 0.99774 1.15672 1.3 0.3 -0.5
I 2.50035 1.47487 3.27518 -0.7 -0.7 -0.4
C 3.11776 2.02844 0.26599 -1.5 0.7 0.2
C 2.07933 3.13348 -0.19058 0.9 -0.8 0.3
I 4.77477 2.99214 1.26700 0.2 -0.1 -0.7
H -0.33427 -3.76491 -1.76875 -0.4 0.1 0.5
H 0.18132 -3.95245 -0.09491 -0.5 0.3 -0.1
H -1.49166 -3.34495 -0.41020 0.4 0.1 -0.3
H 0.07485 -1.40987 0.17733 -0.4 0.0 -0.6
H 1.95097 -2.37941 -2.05995 -0.1 0.2 0.4
H 2.07336 -2.93774 -0.37693 -0.1 0.5 -0.2
H 2.05372 0.01684 -1.16440 0.9 -0.3 -0.2
H 1.86201 -1.05138 1.45699 0.4 0.0 -0.4
H 1.23624 1.16328 0.93250 0.5 -0.3 0.2
H 3.52315 1.59849 -0.66414 0.1 -0.1 0.7
H 1.30393 3.26510 0.58378 0.5 0.3 -0.2
H 2.65504 4.05313 -0.36701 -0.7 -0.2 -0.2
H 1.57769 2.74326 -1.09460 0.2 0.4 0.2
C -3.80412 -0.04503 1.09856 0.0 0.0 0.0
C -5.04868 0.35621 1.56647 0.0 0.0 0.0
C -5.89309 1.09484 0.74818 0.0 0.0 0.0
C -5.49662 1.42435 -0.54174 0.0 0.0 0.0
C -4.25356 1.01999 -1.01062 0.0 0.0 0.0
C -3.40517 0.28894 -0.18984 0.0 0.0 0.1
H -3.14400 -0.61875 1.73874 0.0 0.0 0.0
H -5.36057 0.09360 2.57026 0.0 0.0 0.0
H -6.86115 1.41334 1.11524 0.0 0.0 0.0
H -6.15742 1.99659 -1.18159 0.0 0.0 0.0
H -3.94502 1.27565 -2.01753 0.0 0.0 0.0
H -2.43323 -0.02125 -0.55596 -0.2 0.1 0.1


For each record above, in turn, the calculated calculated total energy values are -1102.3643 -2890.7595 -1534.8294 -657.5544 -657.2935 -3978.0782 hartree.